# 1
{
  "formula": "C3N2O2",
  "method": "the ωB97M-V functional and the def2-TZVPD basis",
  "gap_ha": 0.393,
  "spin_multiplicity": 1,
  "de_lowest_kcal_mol": 78.76,
  "fmax_ha_per_bohr": 0.03839,
  "elements": ["C", "C", "C", "N", "N", "O", "O"],
  "coordinates": [[-0.7710, 0.5170, -0.0192], [1.4318, -1.3029, -0.5183], [0.4052, 1.1817, 0.0337], [1.3947, 1.7675, 0.0981], [-1.6543, -0.2415, 0.0054], [1.7831, -1.9131, 0.3636], [-2.5892, -0.9446, 0.0148]]
}

=====

# 2
{
  "formula": "C3N2O5",
  "method": "the ωB97M-V functional and the def2-TZVPD basis",
  "gap_ha": [0.248, 0.247],
  "spin_multiplicity": 1,
  "de_lowest_kcal_mol": 115.35,
  "fmax_ha_per_bohr": 0.15822,
  "elements": ["C", "C", "C", "N", "N", "O", "O", "O", "O", "O"],
  "coordinates": [[-1.2772, -1.5521, -0.5956], [-0.1813, -1.1262, 0.0084], [0.9133, -0.1690, -0.2715], [-2.3359, -1.8398, -0.9643], [-0.1910, 2.0907, 0.3019], [1.0644, 1.0105, -0.7705], [0.3455, 3.1006, 0.3017], [0.7692, -1.8135, 0.9337], [1.7745, -0.8545, 0.5669], [-0.8817, 1.1533, 0.4893]]
}

=====

# 3
{
  "formula": "C3N2S",
  "method": "the ωB97M-V functional and the def2-TZVPD basis",
  "gap_ha": 0.289,
  "spin_multiplicity": 1,
  "de_lowest_kcal_mol": 4.12,
  "fmax_ha_per_bohr": 0.04964,
  "elements": ["N", "C", "C", "S", "C", "N"],
  "coordinates": [[-1.8066, -1.8113, -0.0387], [-1.0748, -0.9492, 0.0647], [-0.0245, 0.0519, -0.0052], [-0.4031, 1.6613, -0.0063], [1.3980, -0.4272, 0.0227], [2.4721, -0.8507, -0.0175]]
}

=====

# 4
{
  "formula": "C3N2S",
  "method": "the ωB97M-V functional and the def2-TZVPD basis",
  "gap_ha": 0.292,
  "spin_multiplicity": 1,
  "de_lowest_kcal_mol": 0.48,
  "fmax_ha_per_bohr": 0.03637,
  "elements": ["N", "C", "C", "S", "C", "N"],
  "coordinates": [[0.6713, -1.9942, -1.1120], [0.2613, -1.1384, -0.4455], [-0.2319, -0.0946, 0.3908], [-1.0614, -0.3418, 1.7368], [0.0674, 1.2486, -0.0939], [0.2933, 2.3204, -0.4763]]
}

=====

# 5
{
  "formula": "C3N2S",
  "method": "the ωB97M-V functional and the def2-TZVPD basis",
  "gap_ha": 0.291,
  "spin_multiplicity": 1,
  "de_lowest_kcal_mol": 16.30,
  "fmax_ha_per_bohr": 0.17466,
  "elements": ["N", "C", "C", "S", "C", "N"],
  "coordinates": [[2.3346, -0.6714, 0.0271], [1.2633, -0.1951, -0.0710], [-0.0167, 0.4332, -0.0270], [-0.2503, 1.9848, 0.0019], [-1.1079, -0.5163, 0.1317], [-2.2230, -1.0352, -0.0628]]
}

=====

# 6
{
  "formula": "C3N3P",
  "method": "the ωB97M-V functional and the def2-TZVPD basis",
  "gap_ha": 0.326,
  "spin_multiplicity": 1,
  "de_lowest_kcal_mol": 31.98,
  "fmax_ha_per_bohr": 0.11523,
  "elements": ["N", "C", "P", "C", "N", "C", "N"],
  "coordinates": [[0.6715, -0.7381, 3.1415], [0.6716, -0.2341, 2.0831], [0.3945, 0.5777, 0.5716], [1.2896, 2.0914, 0.2853], [2.0957, 2.9191, 0.0798], [-0.4375, -0.3111, -0.7582], [-0.9813, -0.6006, -1.6989]]
}

=====

# 7
{
  "formula": "C3NO3S",
  "method": "the ωB97M-V functional and the def2-TZVPD basis",
  "charge": -1,
  "gap_ha": 0.297,
  "spin_multiplicity": 1,
  "de_lowest_kcal_mol": 55.26,
  "fmax_ha_per_bohr": 0.06875,
  "elements": ["C", "C", "C", "N", "O", "O", "O", "S"],
  "coordinates": [[1.4109, 0.8155, -0.7996], [-1.7857, -0.8184, -1.1624], [0.3442, -0.4595, 1.2030], [1.2163, 0.0378, 0.1105], [1.6823, 1.6238, -1.6554], [1.0236, -0.7028, 2.2244], [-0.8548, -0.5803, 0.9712], [-3.0369, 0.0841, -0.8918]]
}

=====

# 8
{
  "formula": "C3O2Rh",
  "method": "the ωB97M-V functional and the def2-TZVPD basis",
  "charge": 1,
  "gap_ha": [0.349, 0.248],
  "spin_multiplicity": 5,
  "fmax_ha_per_bohr": 0.07605,
  "elements": ["C", "C", "O", "C", "O", "Rh"],
  "coordinates": [[0.6108, -1.5814, 0.7721], [1.1447, -0.4164, 1.1035], [0.5570, 0.7223, 0.4481], [-0.4439, 0.3823, -0.3536], [-0.6250, -0.8666, -0.3766], [-1.2436, 1.7598, -1.5936]]
}